1.
This record from the Open Molecules 2025 dataset describes one molecule with the formula C3H3N3O2 in a non-equilibrium geometry. The level of theory is ωB97M-V with the def2-TZVPD basis set.

```
! wB97M-V def2-TZVPD RIJCOSX def2/J DEFGRID3
* xyz 0 1
O 2.91 -0.05 0.26
N 1.90 -0.90 0.16
C 0.79 -0.60 -0.30
N -0.24 -1.64 -0.24
N -1.41 -1.37 0.03
C -1.77 -0.06 0.40
C -1.00 0.97 0.07
O 0.31 0.76 -0.36
H 2.58 0.75 -0.23
H -2.83 0.14 0.43
H -1.27 1.99 -0.22
*
```

Values from the calculation:
LUMO = -0.458 eV
gap between HOMO and LUMO = 8.9 eV
total energy = -430.6904 hartree
relative energy (zero: lowest compared OMol25 entry of this formula, charge and spin) = 144.7 kcal/mol
structure (SMILES) = O/N=c1/nncco1



2.
This record from the Open Molecules 2025 dataset describes C3H3N3O2 as an isolated structure in a non-equilibrium geometry. The level of theory is ωB97M-V with the def2-TZVPD basis set.

```
! wB97M-V def2-TZVPD RIJCOSX def2/J DEFGRID3
* xyz 0 1
C 0.43 -0.18 -0.07
C -0.74 -1.07 -0.22
C -0.02 1.12 0.16
H -1.02 -2.23 -0.38
H -2.07 1.51 1.24
H 0.65 2.06 0.78
N 1.71 -0.52 -0.62
N -1.93 -0.37 0.02
N -1.41 0.90 0.30
O 2.04 -1.74 -0.36
O 2.36 0.53 -0.84
*
```

Values from the calculation:
LUMO = -0.991 eV
gap between HOMO and LUMO = 9.3 eV
total energy = -430.6101 hartree
relative energy (zero: lowest compared OMol25 entry of this formula, charge and spin) = 195.1 kcal/mol



3.
This record from the Open Molecules 2025 dataset describes one molecule with the formula C3H3N3O2 in a non-equilibrium geometry. The level of theory is ωB97M-V with the def2-TZVPD basis set.

```
! wB97M-V def2-TZVPD RIJCOSX def2/J DEFGRID3
* xyz 0 1
O 1.16 0.25 -2.18
C 0.79 0.25 -1.04
N 1.40 0.77 0.12
C 0.54 0.59 1.18
N -0.54 -0.03 0.89
C -0.45 -0.37 -0.44
N -1.28 -1.13 -1.08
O -2.32 -1.56 -0.29
H 2.12 1.46 0.14
H 0.85 0.97 2.15
H -2.26 -1.19 0.57
*
```

Values from the calculation:
LUMO = -0.672 eV
gap between HOMO and LUMO = 9.0 eV
total energy = -430.8168 hartree
relative energy (zero: lowest compared OMol25 entry of this formula, charge and spin) = 65.4 kcal/mol
structure (SMILES) = O=C1NC=N/C1=N\O



4.
This record from the Open Molecules 2025 dataset describes C3H3N3O2 as an isolated structure in a non-equilibrium geometry. The level of theory is ωB97M-V with the def2-TZVPD basis set.

```
! wB97M-V def2-TZVPD RIJCOSX def2/J DEFGRID3
* xyz 0 1
C 0.61 1.15 -0.74
C 0.33 -0.88 -0.81
C -0.50 -0.41 0.42
H -0.58 1.48 2.44
H 0.85 2.13 -1.30
H -0.52 -2.19 0.79
N -0.31 1.00 0.36
N 0.90 0.10 -1.35
N -0.77 -1.17 1.39
O -0.58 2.02 1.28
O 0.43 -2.04 -1.02
*
```

Values from the calculation:
LUMO = -0.920 eV
gap between HOMO and LUMO = 8.8 eV
total energy = -430.6867 hartree
relative energy (zero: lowest compared OMol25 entry of this formula, charge and spin) = 147.0 kcal/mol